(1)
ORCA calculation (ωB97M-V/def2-TZVPD) on a structure of composition C25H37NOP2Tc.

Largest force on an atom: 3.9 eV Å⁻¹
2S+1: 4
LUMO (alpha / beta): 0.6 / 0.1 eV
Expectation value of S²: 3.7896
Orbital gap (alpha / beta): 6.2 / 7.1 eV
Energy relative to the best compared isomer or geometry (same formula, charge and spin): 0.000 eV

Positions of all 67 atoms, in Å:
Tc: -0.4614 0.1166 -0.0664
P: -2.6038 -0.2155 0.8864
P: 1.9037 1.1881 -1.3579
N: -1.0831 -0.2440 -1.7669
H: -0.7703 -0.9208 0.9468
C: -3.7849 1.1051 0.6630
H: -4.6964 0.9218 1.2281
H: -4.0339 1.1808 -0.3971
H: -3.3473 2.0551 0.9850
C: -2.6054 -0.6669 2.6467
H: -3.5831 -0.9971 2.9912
H: -2.2895 0.1838 3.2526
H: -1.8892 -1.4692 2.8453
C: -3.1647 -1.6856 0.0271
H: -3.9544 -2.1903 0.5515
H: -2.3492 -2.3910 -0.1094
H: -3.5250 -1.4281 -0.9559
C: 2.0247 2.8577 -2.1353
H: 2.9114 2.8936 -2.8044
H: 2.0924 3.6164 -1.3365
H: 1.1021 3.0264 -2.7235
C: 3.4618 1.1031 -0.3550
H: 4.3352 1.3622 -0.9838
H: 3.5620 0.0695 0.0202
H: 3.3875 1.8051 0.4948
C: 2.3569 0.1207 -2.8005
H: 3.1401 0.6216 -3.3976
H: 1.4514 -0.0269 -3.4127
H: 2.7253 -0.8470 -2.4243
C: -1.4520 -0.7757 -2.9768
C: -2.4550 -0.5777 -5.1452
C: -2.0408 0.0446 -3.9906
C: -1.2221 -2.1620 -3.1743
C: -1.6219 -2.7340 -4.3677
C: -2.2383 -1.9386 -5.3378
H: -2.9727 0.0247 -5.9032
H: -2.1584 1.1111 -3.7652
H: -0.7653 -2.7164 -2.3471
H: -1.4589 -3.7952 -4.4937
H: -2.5632 -2.4183 -6.2774
C: 0.0223 4.0112 1.1911
O: 0.0670 3.8263 -0.0263
C: -1.3107 4.4646 1.7736
H: -1.3508 4.3947 2.8511
H: -2.0257 3.7559 1.4027
H: -1.6407 5.4622 1.5068
C: 1.2629 3.5558 1.9171
H: 2.2552 3.8388 1.5078
H: 1.2477 2.4800 1.8546
H: 1.3031 3.8130 2.9696
C: 2.0981 -1.8496 4.7860
C: 1.3017 -0.7292 4.4738
C: 0.9238 -0.4796 3.1486
C: 1.2700 -1.3798 2.1125
C: 0.8686 -1.2432 0.7141
C: 1.3107 -2.1527 -0.2627
C: 2.1835 -3.1839 0.0677
C: 2.5600 -3.3562 1.3906
C: 2.1115 -2.4958 2.4297
C: 2.5078 -2.7064 3.7723
H: 2.4046 -2.0471 5.8300
H: 0.9776 -0.0522 5.2853
H: 0.3750 0.4482 2.9339
H: 0.9882 -2.0067 -1.2906
H: 2.5586 -3.8237 -0.7213
H: 3.2220 -4.1728 1.6704
H: 3.1432 -3.5798 3.9792



(2)
ORCA calculation (ωB97M-V/def2-TZVPD) on a structure of composition C25H37OZr.

Total charge: +1
Largest force on an atom: 3.3 eV Å⁻¹
LUMO: -3.3 eV
Orbital gap: 7.6 eV
Energy relative to the best compared isomer or geometry (same formula, charge and spin): 0.761 eV

Positions of all 64 atoms, in Å:
C: -0.8415 2.0459 -1.2895
C: -0.4374 0.9705 -2.1651
C: 0.9910 0.8579 -2.0925
C: 1.4826 1.8494 -1.1675
C: 0.3523 2.5935 -0.6890
Zr: -0.0307 0.3276 0.0480
C: 1.1550 -0.3197 2.2965
C: -0.1757 0.1018 2.3952
H: -0.9286 -0.6543 2.6473
C: -0.6062 1.4019 1.9487
H: 0.0493 2.2554 2.1625
H: -1.6728 1.6334 2.0557
C: 1.5043 -1.7379 2.6804
H: 0.6456 -2.4141 2.5445
H: 2.3407 -2.1243 2.0749
H: 1.8159 -1.7677 3.7441
C: 2.3167 0.6539 2.3055
H: 2.0278 1.6756 2.0135
H: 2.7402 0.7006 3.3301
H: 3.1310 0.3184 1.6417
C: -1.3352 0.1704 -3.0677
H: -2.3312 0.0257 -2.6206
H: -1.4656 0.6824 -4.0400
H: -0.9079 -0.8265 -3.2619
C: 1.8255 -0.0039 -2.9953
H: 1.3833 -1.0036 -3.1275
H: 1.8965 0.4792 -3.9888
H: 2.8449 -0.1399 -2.6068
C: 2.9280 2.1786 -0.9156
H: 3.5617 1.2772 -0.9388
H: 3.3111 2.8698 -1.6911
H: 3.0710 2.6679 0.0612
C: 0.4244 3.8424 0.1424
H: 1.2332 3.7945 0.8909
H: 0.6308 4.7128 -0.5091
H: -0.5216 4.0363 0.6712
C: -2.2450 2.5623 -1.1256
H: -2.3726 3.0718 -0.1568
H: -2.4941 3.2862 -1.9249
H: -2.9785 1.7411 -1.1711
C: 1.1052 -1.5152 -0.3705
C: 0.4291 -2.7535 -0.5024
C: 2.5002 -1.5422 -0.6126
C: 1.1026 -3.9361 -0.8528
H: -0.6508 -2.8030 -0.3255
C: 3.1849 -2.7152 -0.9620
H: 3.0808 -0.6144 -0.5317
C: 2.4848 -3.9247 -1.0853
H: 0.5399 -4.8730 -0.9420
H: 4.2665 -2.6841 -1.1405
H: 3.0112 -4.8459 -1.3587
C: -3.7557 -1.7671 1.3941
C: -3.7783 -0.3902 1.9348
C: -3.3035 0.3289 0.6903
O: -2.2147 -0.4181 0.1057
C: -2.4459 -1.7370 0.6187
H: -3.8476 -2.5881 2.1374
H: -4.6025 -1.8594 0.6718
H: -3.0477 -0.2780 2.7576
H: -4.7774 -0.0674 2.2984
H: -4.1420 0.3023 -0.0470
H: -3.1967 1.3893 0.8911
H: -1.6505 -2.0303 1.3226
H: -2.6100 -2.4697 -0.2003



(3)
ORCA calculation (ωB97M-V/def2-TZVPD) on a structure of composition C25H38BrClF6I2N3O4PS2.

Largest force on an atom: 8.4 eV Å⁻¹
LUMO: -1.6 eV
Orbital gap: 4.7 eV

Positions of all 83 atoms, in Å:
C: 4.6821 -2.1497 -2.2868
C: 3.9203 -0.7479 -2.6377
P: 2.0814 -0.6587 -1.9858
C: 1.4070 0.6645 -3.1630
N: 2.0100 -0.2430 -0.1906
C: 3.3317 -0.5477 0.4514
O: 4.5293 0.2411 0.1664
C: 5.5720 0.0966 1.1923
F: 5.3139 1.0799 2.2723
F: 5.8184 -1.2894 1.6527
F: 6.8583 0.5425 0.5364
C: 1.4127 1.1246 0.0548
C: 2.3796 2.3987 -0.3658
C: 1.7183 3.5001 -1.3963
C: 2.5633 4.9174 -1.1106
Br: 4.4624 4.7049 -1.6997
C: 0.4897 1.3804 1.4123
I: 1.6393 1.0048 3.3291
C: 0.1465 2.9018 1.7837
C: -0.6859 4.0037 1.0631
O: -0.0523 5.1406 0.6351
I: -2.8227 4.4531 0.7225
C: -0.7515 0.2680 1.4663
Cl: -0.8166 -0.3300 3.2654
C: -2.2506 0.8677 1.2107
C: -3.1520 1.2912 2.4913
O: -2.6822 2.2900 3.4199
C: -0.5097 -1.0079 0.3995
S: -1.3011 -0.6818 -1.3155
C: -1.4415 -2.2354 1.0154
C: -1.9670 -3.3768 -0.0060
C: -3.5720 -3.5068 -0.2553
C: -4.4925 -2.1932 -0.2788
S: -5.3193 -1.7594 1.3911
C: -6.5359 -0.3931 0.8758
N: -7.9891 -0.1757 1.2293
N: -8.2815 0.9850 0.4759
C: -7.0715 1.4568 -0.3245
O: -5.9192 0.5721 -0.0585
C: 1.1052 -1.4159 0.2730
F: 1.4182 -1.8873 1.6763
C: 1.3529 -2.8529 -0.4945
C: 1.3311 -4.1767 0.5408
F: 1.4525 -5.3573 -0.3958
H: 5.5668 -2.3006 -3.0742
H: 5.2176 -2.1712 -1.2276
H: 3.9463 -3.0435 -2.4629
H: 4.5253 0.2300 -2.4237
H: 3.7806 -0.7627 -3.8257
H: 0.4245 1.2101 -2.8625
H: 2.2792 1.3966 -3.5225
H: 1.1265 0.0752 -4.1673
H: 3.7050 -1.6683 0.2572
H: 3.3886 -0.4922 1.6366
H: 0.5194 1.3301 -0.7198
H: 2.8661 2.9156 0.5931
H: 3.3196 2.0717 -1.0296
H: 1.9866 3.2989 -2.5434
H: 0.5688 3.6115 -1.3611
H: 2.5435 5.0396 0.0756
H: 1.9933 5.8149 -1.6299
H: -0.2656 2.9022 2.9119
H: 1.2373 3.3810 1.9667
H: -2.1255 1.6367 0.3443
H: -3.0063 0.0650 0.7312
H: -3.5423 0.3627 3.1356
H: -4.1657 1.7299 2.0276
H: -2.6372 1.9059 4.3642
H: -1.4183 0.7249 -1.5142
H: -2.4398 -1.8453 1.5468
H: -0.9143 -2.7960 1.9318
H: -1.4444 -3.4697 -1.0458
H: -1.7076 -4.4290 0.5113
H: -4.0349 -4.2673 0.5405
H: -3.7055 -4.0647 -1.3030
H: -5.4283 -2.4340 -0.9836
H: -4.0427 -1.2039 -0.6992
H: -6.9381 2.3559 -1.0622
H: 2.4777 -3.0426 -0.8520
H: 0.6510 -3.0660 -1.3992
H: 2.3274 -4.2269 1.1969
H: 0.3649 -4.3300 1.1325
F: -6.3815 -1.3430 -2.2321



(4)
ORCA calculation (ωB97M-V/def2-TZVPD) on a structure of composition C25H38BrCrN4O2S2Si.

Total charge: -2
Largest force on an atom: 0.6 eV Å⁻¹
2S+1: 6
LUMO (alpha / beta): 4.4 / 4.4 eV
Expectation value of S²: 8.8173
Orbital gap (alpha / beta): 3.2 / 5.7 eV
Energy relative to the best compared isomer or geometry (same formula, charge and spin): 0.000 eV

Positions of all 74 atoms, in Å:
Cr: -1.2659 1.5198 0.8596
N: -2.8569 2.7546 -2.9914
C: -2.4275 2.6939 -1.6459
S: -0.7413 2.2598 -1.3771
N: -3.2717 2.9817 -0.7257
N: -2.7231 2.8364 0.5413
C: -3.1511 3.6887 1.4866
C: -2.4080 4.0212 2.6291
C: -2.9766 4.8128 3.6674
C: -2.2532 5.2279 4.7696
C: -0.9132 4.8668 4.9034
C: -0.3237 4.0738 3.9051
C: -1.0179 3.6439 2.7828
O: -0.3868 2.9184 1.8686
H: -2.3809 2.0521 -3.5395
H: -3.8578 2.6071 -3.0264
H: -4.1121 4.1748 1.3141
H: -4.0215 5.0954 3.5714
H: -2.7354 5.8342 5.5312
H: -0.3350 5.1824 5.7650
H: 0.7164 3.7704 3.9812
O: 0.4355 0.4485 1.1964
N: 0.8265 0.5038 2.4648
C: 2.1548 0.5413 2.6876
C: 2.6788 0.5361 3.9513
C: 1.7765 0.5142 5.0260
C: 0.4295 0.5067 4.7844
C: -0.1037 0.5100 3.4690
S: -1.7513 0.5212 3.1097
H: 2.7403 0.5819 1.7808
H: 3.7493 0.5681 4.0870
H: 2.1427 0.5297 6.0457
H: -0.2934 0.5287 5.5873
C: 2.5866 0.2026 -1.1498
C: 2.0389 -0.7355 -2.2412
C: 3.1454 -1.7225 -2.6353
C: 1.7513 0.1576 -3.4557
Si: 0.3955 -1.5708 -1.5939
Br: -2.5329 -0.4497 -0.1648
C: -0.6994 -2.1931 -3.0803
C: 0.0992 -2.8691 -4.2026
C: -1.7665 -3.1867 -2.6025
C: -1.4698 -0.9990 -3.6692
C: 0.7924 -3.0257 -0.3601
C: 1.2068 -4.3378 -1.0379
C: -0.4376 -3.2882 0.5224
C: 1.9134 -2.6186 0.6039
H: 3.4081 0.7969 -1.5729
H: 2.9828 -0.3369 -0.2897
H: 1.8207 0.8921 -0.7903
H: 4.0325 -1.1640 -2.9682
H: 2.8462 -2.3806 -3.4542
H: 3.4569 -2.3520 -1.8001
H: 2.6677 0.7075 -3.7110
H: 0.9738 0.8912 -3.2383
H: 1.4629 -0.4148 -4.3387
H: 0.6722 -3.7296 -3.8493
H: 0.7945 -2.1813 -4.6871
H: -0.5944 -3.2284 -4.9765
H: -1.3420 -4.1265 -2.2430
H: -2.4208 -3.4286 -3.4514
H: -2.3844 -2.7612 -1.8115
H: -0.8174 -0.2534 -4.1215
H: -2.0645 -0.5019 -2.9005
H: -2.1479 -1.3666 -4.4528
H: 0.4203 -4.7501 -1.6720
H: 1.4315 -5.0900 -0.2676
H: 2.1020 -4.2211 -1.6536
H: -1.3101 -3.6154 -0.0422
H: -0.7362 -2.3898 1.0645
H: -0.1907 -4.0769 1.2473
H: 2.8830 -2.5221 0.1124
H: 2.0127 -3.3904 1.3788
H: 1.6751 -1.6756 1.0959



(5)
ORCA calculation (ωB97M-V/def2-TZVPD) on a structure of composition C25H38CoN4S3.

Total charge: +1
Largest force on an atom: 1.1 eV Å⁻¹
LUMO (alpha / beta): -3.1 / -4.5 eV
Orbital gap (alpha / beta): 7.3 / 5.7 eV
Energy relative to the best compared isomer or geometry (same formula, charge and spin): 0.422 eV

Positions of all 71 atoms, in Å:
Co: 2.0062 0.5713 -0.4900
C: 4.1808 2.3246 0.5652
N: 3.2763 2.2644 -0.6132
C: 2.3094 3.3758 -0.6259
C: 1.4066 3.2790 0.5571
N: 0.7743 1.9400 0.6336
C: -0.5631 1.9616 -0.0008
C: 0.6692 1.5185 2.0310
C: -0.1560 2.2081 2.9120
C: -0.2588 1.8157 4.2348
C: 0.4616 0.7153 4.6870
C: 1.2866 0.0276 3.8135
C: 1.4109 0.4375 2.4800
S: 2.5329 -0.3953 1.4416
C: 4.0968 2.3035 -1.8277
C: 4.8591 3.4208 -2.1469
C: 5.6601 3.4107 -3.2754
C: 5.6999 2.2725 -4.0746
C: 4.9404 1.1634 -3.7443
C: 4.1303 1.1794 -2.6102
S: 3.1607 -0.2181 -2.2006
H: 4.6744 3.2968 0.6214
H: 4.9332 1.5487 0.4620
H: 3.6322 2.1448 1.4851
H: 1.7556 3.3154 -1.5641
H: 2.8090 4.3454 -0.5958
H: 0.6504 4.0641 0.4949
H: 1.9676 3.4424 1.4723
H: -1.1855 2.7525 0.4212
H: -1.0498 1.0091 0.1556
H: -0.4565 2.1311 -1.0739
H: -0.7204 3.0696 2.5678
H: -0.9024 2.3660 4.9097
H: 0.3785 0.3947 5.7187
H: 1.8600 -0.8308 4.1476
H: 4.8375 4.3051 -1.5176
H: 6.2536 4.2804 -3.5239
H: 6.3275 2.2516 -4.9570
H: 4.9671 0.2700 -4.3589
C: -2.7982 -4.5230 0.8429
C: -1.5260 -4.5826 1.6890
C: -0.4462 -3.5752 1.2969
C: -0.8119 -2.1124 1.5328
N: -1.6774 -1.5207 0.4917
C: -1.2403 -1.0149 -0.6499
S: 0.4282 -1.0579 -1.1080
N: -2.1163 -0.4896 -1.5122
C: -3.5709 -0.6865 -1.4768
C: -4.0008 -2.0141 -2.0907
C: -5.5187 -2.1904 -2.0978
C: -6.1066 -2.3909 -0.7005
H: -3.4358 -5.3859 1.0401
H: -2.5567 -4.5263 -0.2238
H: -3.3997 -3.6346 1.0631
H: -1.0961 -5.5819 1.6010
H: -1.7829 -4.4446 2.7443
H: -0.1689 -3.7024 0.2470
H: 0.4517 -3.7771 1.8863
H: 0.0901 -1.5099 1.5798
H: -1.3413 -2.0045 2.4808
H: -2.6697 -1.6633 0.5922
H: -1.7051 -0.2774 -2.4081
H: -4.0186 0.1407 -2.0256
H: -3.9134 -0.5961 -0.4451
H: -3.5387 -2.8364 -1.5350
H: -3.6137 -2.0594 -3.1121
H: -5.7610 -3.0548 -2.7170
H: -5.9820 -1.3197 -2.5733
H: -5.6040 -3.2135 -0.1832
H: -7.1678 -2.6354 -0.7567
H: -6.0173 -1.4922 -0.0838



(6)
ORCA calculation (ωB97M-V/def2-TZVPD) on a structure of composition C25H38F2OPPbS.

Total charge: +1
Largest force on an atom: 2.3 eV Å⁻¹
LUMO (alpha / beta): -4.1 / -3.7 eV
Orbital gap (alpha / beta): 6.9 / 7.1 eV
Energy relative to the best compared isomer or geometry (same formula, charge and spin): 2.081 eV

Positions of all 69 atoms, in Å:
Pb: -17.4474 2.9327 4.2700
C: -18.1687 5.6083 1.5167
C: -17.1261 5.6729 2.6448
C: -16.9226 7.1725 3.0398
C: -17.6279 5.0733 3.8871
C: -15.7197 5.0507 2.2395
C: -14.7485 4.9328 3.1827
C: -13.4653 4.5345 2.8999
C: -13.1152 4.1346 1.6420
C: -14.0918 4.2197 0.6332
C: -15.3866 4.6445 0.9261
H: -19.1736 5.9620 1.8356
H: -18.3347 4.5938 1.1502
H: -17.9492 6.2175 0.6509
H: -17.9038 7.5668 3.3663
H: -16.4919 7.7322 2.2071
H: -16.2315 7.3517 3.8236
H: -18.6242 5.3945 4.2816
H: -15.0271 5.2620 4.1768
H: -12.7507 4.5188 3.7298
H: -12.1508 3.7562 1.4403
H: -13.8371 3.9521 -0.4153
H: -16.1372 4.7677 0.1292
C: -17.9467 4.4174 7.8299
P: -17.9261 2.8494 6.9188
C: -16.6089 1.9545 7.8244
C: -19.4742 2.0750 7.2271
C: -20.4784 2.3924 6.3398
C: -21.6439 1.6590 6.3459
C: -21.8166 0.6082 7.2391
C: -20.7875 0.2551 8.0800
C: -19.6240 0.9837 8.1188
H: -18.0251 4.1317 8.8826
H: -18.8355 4.9486 7.4736
H: -17.1404 5.0674 7.5800
H: -16.8628 1.9576 8.8837
H: -15.5971 2.3044 7.6019
H: -16.6207 0.9275 7.4290
H: -20.3613 3.1927 5.6236
H: -22.3974 1.9286 5.6115
H: -22.7337 0.0132 7.2455
H: -20.9167 -0.5341 8.8312
H: -18.8009 0.7612 8.7734
F: -15.4172 0.8037 4.7934
C: -15.3593 1.9883 4.1567
F: -14.4367 2.6672 4.9506
H: -14.9553 1.8697 3.1575
C: -19.3091 1.1162 0.7199
C: -18.7551 0.3231 1.8492
C: -19.7977 0.0673 2.9019
S: -19.2358 -0.5801 4.4438
O: -18.1307 0.3321 4.9230
C: -18.4747 -2.1577 3.9853
C: -16.9762 -2.1161 3.6172
C: -16.4280 -3.5065 3.6735
H: -18.5616 1.2750 -0.0713
H: -19.5986 2.1203 1.0290
H: -20.1701 0.6778 0.2333
H: -17.8760 0.8519 2.3373
H: -18.4128 -0.6337 1.5419
H: -20.4979 -0.6734 2.5982
H: -20.3308 0.9891 3.1399
H: -19.0824 -2.7097 3.2200
H: -18.5242 -2.7068 4.8998
H: -16.4725 -1.4921 4.4246
H: -16.8241 -1.6193 2.6747
H: -16.5889 -3.9525 4.6710
H: -15.3570 -3.4415 3.5000
H: -16.8499 -4.1355 2.9052



(7)
ORCA calculation (ωB97M-V/def2-TZVPD) on a structure of composition C25H38F3NRhSSi.

Total charge: +1
Largest force on an atom: 3.5 eV Å⁻¹
LUMO (alpha / beta): -4.7 / -4.5 eV
Orbital gap (alpha / beta): 6.2 / 6.5 eV
Energy relative to the best compared isomer or geometry (same formula, charge and spin): 0.382 eV

Positions of all 70 atoms, in Å:
Rh: 0.3218 0.4955 -0.1072
C: -1.7048 -3.2428 -2.7749
C: -1.8834 -2.1086 -1.7649
C: -3.3730 -1.8612 -1.5106
C: -1.1574 -0.8300 -2.1785
C: -1.4928 0.4035 -1.6159
C: -0.8141 1.5816 -1.9871
C: 0.1583 1.5730 -2.9752
C: 0.8342 2.8436 -3.4133
C: 0.4601 0.3423 -3.5744
C: -0.1574 -0.8228 -3.1743
H: -2.2656 -4.1182 -2.4464
H: -0.6621 -3.5503 -2.8819
H: -2.0803 -2.9534 -3.7605
H: -1.4410 -2.4414 -0.8205
H: -3.8498 -1.4185 -2.3886
H: -3.5550 -1.2055 -0.6569
H: -3.8721 -2.8066 -1.2957
H: -2.3499 0.4908 -0.9661
H: -1.1436 2.5341 -1.5864
H: 0.8986 3.5606 -2.5945
H: 0.2700 3.3142 -4.2212
H: 1.8402 2.6501 -3.7868
H: 1.2042 0.3061 -4.3632
H: 0.1112 -1.7463 -3.6696
F: -0.3999 3.3720 5.4767
C: 0.2897 2.7114 4.5318
F: 1.0659 1.8024 5.1548
F: 1.0905 3.5937 3.9208
C: -0.6535 2.0312 3.5691
C: -1.9117 1.6638 4.0169
C: -2.7613 0.9316 3.2005
C: -2.3028 0.5612 1.9540
N: -1.0976 0.9241 1.5118
C: -0.2771 1.6542 2.2797
S: 1.2223 1.9603 1.4249
H: -2.2269 1.9571 5.0101
H: -3.7531 0.6502 3.5249
H: -2.9084 -0.0383 1.2838
C: 1.3768 -2.8216 -0.8461
Si: 1.5238 -1.4104 0.3520
C: 1.4928 -2.1438 2.0836
C: 2.3276 -3.4282 2.1698
C: -0.0037 -2.4942 2.2605
C: 1.8915 -1.1905 3.2139
C: 3.5709 -0.5564 -0.3315
C: 4.1755 0.0581 0.8953
C: 4.2912 -1.7772 -0.8327
C: 3.2058 0.4343 -1.4305
H: 2.1859 -3.5329 -0.6846
H: 1.3920 -2.4812 -1.8826
H: 0.4319 -3.3564 -0.6849
H: 2.0202 -4.1778 1.4383
H: 2.2009 -3.8764 3.1621
H: 3.3954 -3.2329 2.0379
H: -0.3508 -3.2298 1.5254
H: -0.6420 -1.6075 2.1863
H: -0.1589 -2.9276 3.2532
H: 2.9695 -1.0864 3.3071
H: 1.5220 -1.5872 4.1668
H: 1.4712 -0.1932 3.0898
H: 4.4994 -0.6955 1.6102
H: 3.5193 0.7719 1.3909
H: 5.0721 0.6138 0.5820
H: 4.4210 -2.5399 -0.0627
H: 5.2991 -1.4584 -1.1359
H: 3.8208 -2.2178 -1.7078
H: 2.4548 1.1452 -1.0709
H: 2.8148 -0.0738 -2.3126
H: 4.0964 1.0015 -1.7357